1.
Formula: C38H53Cl3GeN5O2SSr
Source: the OMol25 dataset
Level of theory: ωB97M-V/def2-TZVPD

Structure (XYZ):
```
104
Properties=species:S:1:pos:R:3:forces:R:3
Sr -0.036400 -0.027700 0.383100 -0.7889 1.7551 0.1607
C -1.180700 -6.257900 -4.162800 0.0681 0.0434 0.1406
C -0.608900 -6.237900 -2.738400 0.1014 -0.1810 -0.0534
C -1.341800 -7.286200 -1.890400 0.0807 0.1311 -0.0736
C 0.870400 -6.622400 -2.825400 -0.2226 0.0834 0.0537
C -0.803300 -4.853700 -2.140900 0.6818 -0.0626 0.1211
C 0.214500 -4.139700 -1.579900 -0.0639 -0.4397 -0.2156
C 0.001200 -2.828700 -1.086800 -0.1804 -0.1714 -0.2339
N 0.838600 -2.091000 -0.377400 0.3904 -1.1478 -0.4458
C 2.103100 -2.266600 -0.014300 0.2686 0.0766 0.2836
C 3.077800 -3.101200 -0.612900 0.4078 -0.2360 -0.0285
C 4.328400 -3.225200 -0.077900 -0.4282 -0.2242 -0.4763
C 4.630000 -2.496900 1.105400 -0.2597 0.3718 0.2996
C 3.767500 -1.628800 1.714700 0.3927 0.0652 0.1250
C 2.458200 -1.438400 1.137900 0.4276 -0.5077 -0.2407
O 1.607500 -0.635000 1.602300 2.1472 -0.8546 1.7079
C 4.137900 -0.817900 2.952200 0.0469 0.0682 0.1213
C 3.107000 -1.070300 4.062800 -0.0584 0.0630 -0.1106
C 4.157300 0.672900 2.585600 -0.1326 -0.0813 -0.0417
C 5.518700 -1.178800 3.508500 -0.2359 0.0036 -0.1663
C 5.398100 -4.126900 -0.678000 0.0900 -0.1453 -0.1351
C 6.655200 -3.309800 -1.006900 -0.1759 -0.0717 0.0323
C 5.751400 -5.218600 0.343700 -0.0481 0.1145 -0.0938
C 4.931100 -4.817600 -1.963100 0.0376 0.1344 0.2017
C -1.316500 -2.207400 -1.229800 0.2351 -0.3958 -0.2571
O -1.425200 -0.974800 -0.983900 -1.7704 -1.3281 -1.5918
C -2.409400 -3.060900 -1.622900 -0.4333 -0.3552 -0.1295
C -2.112500 -4.305900 -2.101900 -0.1839 0.5307 0.2025
C -3.842100 -2.577400 -1.452800 -0.2170 0.1145 -0.0206
C -4.104600 -1.372800 -2.356400 0.1359 -0.0274 0.0836
C -4.878300 -3.650400 -1.798900 0.2684 0.1129 0.0944
C -4.037000 -2.180300 0.018600 0.0867 0.0224 -0.0674
H -0.994500 -7.228800 -4.617600 -0.0074 -0.0962 -0.0637
H -2.252800 -6.086800 -4.164500 -0.1571 0.0350 -0.0589
H -0.710400 -5.492000 -4.775200 0.0404 0.0757 -0.1012
H -1.186700 -8.276800 -2.313500 -0.0063 -0.1220 -0.0335
H -0.969200 -7.284300 -0.868400 0.0341 -0.0143 0.1197
H -2.411400 -7.094700 -1.866100 -0.1489 0.0003 0.0394
H 0.970600 -7.574000 -3.342400 0.0018 -0.1063 -0.0273
H 1.428600 -5.875200 -3.384700 0.1319 0.0750 -0.0545
H 1.311600 -6.731700 -1.837400 0.1124 -0.0028 0.1194
H 1.182000 -4.587000 -1.440100 0.0674 -0.0551 -0.0991
H 2.831100 -3.578300 -1.545200 0.0104 -0.1119 -0.0592
H 5.618500 -2.622300 1.518900 0.0717 0.0068 0.1216
H 2.120600 -0.730700 3.760100 -0.0072 -0.0322 0.0602
H 3.056700 -2.131900 4.297300 -0.0046 -0.1360 0.0778
H 3.393400 -0.532200 4.963800 0.0755 0.0541 0.1214
H 3.185700 0.996000 2.218100 0.0340 0.0547 0.0020
H 4.411500 1.264800 3.462600 0.0394 0.0872 0.1069
H 4.904200 0.859500 1.815700 0.0681 0.0606 -0.0731
H 5.586000 -2.234800 3.757900 0.0488 -0.1715 0.0388
H 6.308700 -0.925600 2.806400 0.1604 -0.0199 -0.1118
H 5.692400 -0.609500 4.418600 0.0168 0.0676 0.0832
H 7.079600 -2.855600 -0.116300 0.0979 0.0854 0.1016
H 7.409500 -3.957400 -1.450600 0.0948 -0.0364 -0.0207
H 6.419600 -2.518600 -1.715100 0.0041 0.0998 -0.0832
H 6.136600 -4.789500 1.264400 0.0645 0.0166 0.1477
H 4.872400 -5.812300 0.585700 -0.0967 -0.0656 0.0470
H 6.510100 -5.884200 -0.063700 0.1026 -0.0514 -0.0423
H 4.651400 -4.092300 -2.723900 -0.0629 0.0580 -0.1110
H 5.740400 -5.423900 -2.365000 0.0806 -0.0499 -0.0121
H 4.088500 -5.478800 -1.771200 -0.1482 -0.0549 -0.0262
H -2.914500 -4.942800 -2.438400 -0.1589 0.0149 -0.0303
H -3.919900 -1.631300 -3.395700 -0.0191 0.0090 -0.1114
H -5.136800 -1.044900 -2.256700 -0.1640 0.0392 0.0304
H -3.456000 -0.549100 -2.085900 -0.0589 0.0795 -0.0615
H -4.831800 -3.921000 -2.850400 0.0107 -0.0900 -0.1601
H -4.747100 -4.542700 -1.192700 -0.0160 -0.2091 0.0806
H -5.873800 -3.256700 -1.607700 -0.0823 0.0575 0.0362
H -3.356100 -1.378300 0.295100 -0.0285 0.0668 0.0360
H -5.054800 -1.831600 0.176500 -0.1470 0.0396 0.0333
H -3.856400 -3.032300 0.673400 -0.0203 -0.1048 0.0903
C -0.180500 6.055300 -1.775800 0.1413 -0.0822 0.1334
C 1.009700 5.508800 -0.996800 -0.1502 0.2117 0.0724
N 1.322600 4.147700 -1.369200 0.2510 0.1865 -0.1770
C 0.737500 3.078000 -0.806200 0.0277 -0.4323 0.0689
S 1.274100 1.552300 -1.478000 0.1140 0.0209 -0.9047
N -0.127500 3.261600 0.144200 -0.2074 1.6788 -0.0484
N -0.601500 2.238600 0.856000 -0.5558 0.3711 0.7533
C -1.681800 2.429000 1.547000 0.5506 1.1179 -0.7518
C -2.436400 3.725200 1.493700 0.1719 -0.1186 0.0097
C -2.158100 1.330900 2.379600 -0.5690 -0.4854 0.6072
C -3.251800 1.482700 3.247700 0.2907 0.1001 -0.2940
C -3.611200 0.441600 4.079100 0.1937 -0.2574 -0.0557
C -2.892100 -0.744300 4.021300 -0.1013 0.1507 -0.0487
C -1.874000 -0.840900 3.085400 -0.1711 -0.1405 0.3252
N -1.511500 0.156300 2.295500 -0.7035 0.3727 0.8286
H -0.465300 7.028000 -1.384200 -0.0557 0.1661 -0.0117
H -1.018300 5.371200 -1.670600 -0.1399 -0.0282 -0.0423
H 0.056800 6.153000 -2.834200 -0.0428 -0.0003 -0.0404
H 0.789100 5.504500 0.071600 0.0988 0.0745 -0.0850
H 1.903700 6.114900 -1.171200 -0.0788 -0.0359 0.0737
H 1.726400 4.000200 -2.283600 -0.0313 -0.1303 0.1885
H -3.304000 3.603300 0.844300 -0.1159 0.0508 0.0073
H -1.789100 4.479700 1.052900 -0.0830 -0.0043 0.0294
H -2.765500 4.050300 2.478200 -0.0355 0.0206 0.0260
H -3.807900 2.405200 3.277900 0.0216 0.0804 -0.0416
H -4.440400 0.549000 4.764400 -0.0127 0.0214 0.0282
H -3.126100 -1.564900 4.679200 0.0043 -0.1568 -0.0162
H -1.316500 -1.762300 2.973100 0.0626 -0.0994 0.0123
Cl -0.607600 3.157100 -4.024400 -0.0748 -0.4551 0.1487
Ge -1.085300 1.211700 -2.988400 -0.0841 0.7562 -0.5305
Cl -2.132000 0.182100 -4.741900 0.3578 0.1884 0.5257
Cl -2.731400 1.979100 -1.673200 0.2256 -0.1556 -0.1893
```
Positions in Å, forces in eV/Å.

The HOMO energy (spin up / spin down) is -7.3078 / -7.5502 eV. Its expectation value of S² is 1.025. Its multiplicity is 2. For the gap between HOMO and LUMO (spin up / spin down), the calculation gives 0.2048 / 0.2104 Ha. The calculation puts the electronic energy at -157571.3516 eV.

Results of the Löwdin charge analysis, in e, for atoms 1 through 99: 1.37, -0.04, -0.56, -0.04, -0.06, -0.15, 0.05, -0.16, 0.03, -0.17, 0.04, -0.15, 0.05, -0.07, -0.28, -0.26, -0.53, -0.04, -0.03, -0.06, -0.55, -0.04, -0.04, -0.06, -0.27, -0.33, -0.07, 0.05, -0.53, -0.07, -0.06, -0.03, 0.09, 0.08, 0.09, 0.09, 0.09, 0.08, 0.09, 0.09, 0.08, 0.09, 0.10, 0.10, 0.07, 0.09, 0.08, 0.08, 0.09, 0.09, 0.09, 0.08, 0.08, 0.08, 0.09, 0.09, 0.08, 0.09, 0.09, 0.09, 0.09, 0.08, 0.10, 0.06, 0.09, -0.01, 0.09, 0.08, 0.09, 0.07, 0.09, 0.09, -0.10, -0.25, -0.04, -0.81, 0.54, -0.01, -0.12, -0.30, -0.03, -0.21, 0.01, -0.05, -0.05, -0.12, -0.01, 0.07, 0.06, 0.06, 0.10, 0.11, 0.10, 0.08, 0.07, 0.07, 0.11, 0.11, 0.11

***

2.
Formula: C38H53F7IN9O2
Source: the OMol25 dataset
Level of theory: ωB97M-V/def2-TZVPD

Structure (XYZ):
```
110
Properties=species:S:1:pos:R:3:forces:R:3
C 3.704430 2.646872 3.711588 -0.6031 0.8323 0.7189
C 3.977323 1.951613 2.788418 0.3682 -0.4777 -0.8178
C 4.142482 1.052118 1.654663 -0.5164 0.0038 0.3645
C 2.813829 1.005250 0.873568 0.9693 -0.6187 0.0074
C 2.913265 -0.043435 -0.240673 -0.0740 0.6176 -0.0322
C 1.530657 -0.575254 -0.606441 0.2079 0.3872 0.6147
O 0.765571 0.520408 -1.037108 -0.1693 -0.4416 -0.0487
C -0.665737 0.366997 -0.921923 0.0873 0.8088 -0.7801
C -1.251494 1.175617 -2.096261 -0.0315 -0.3422 -0.2771
C -2.377084 0.447385 -2.865445 0.3787 0.5063 -0.2549
C -1.222818 0.874591 0.446334 0.3071 -0.7893 0.0810
O -0.156456 1.522422 1.149189 -0.5551 0.1469 0.2232
C -0.337710 2.842594 1.496172 0.6955 0.1161 -0.3886
I -1.988562 3.217387 2.851926 -0.1011 0.0064 0.1263
C -0.435241 3.738985 0.355131 -0.4012 -0.4223 0.7396
C -0.486754 4.495751 -0.561445 0.4342 0.2383 -0.9644
C -1.820750 -0.203873 1.367422 0.0016 -0.6093 0.6110
C -2.622076 -1.257094 0.603364 0.6581 0.4400 -1.0216
C -0.789802 -0.823585 2.355979 -0.3817 -0.2010 -0.0377
C -0.974808 -2.307990 2.665566 0.4437 0.1905 0.4207
C 1.577400 -1.731599 -1.615748 0.1401 -0.1100 0.1536
F 0.563510 -2.623093 -1.399932 0.0437 0.3381 -0.1027
F 2.731888 -2.443548 -1.432669 -0.2707 0.0953 -0.1275
C 1.511303 -1.380020 -3.126584 -0.1169 -0.6923 -0.3080
F 0.286197 -0.945532 -3.493594 0.5689 0.0067 0.3103
F 1.714950 -2.562143 -3.791793 0.0179 0.3784 0.2144
C 2.586016 -0.412148 -3.688601 0.0284 0.4038 -0.9985
F 2.346738 0.870340 -3.401820 0.1504 -0.6237 0.1172
F 2.553526 -0.530560 -5.039544 0.0728 0.1078 0.6100
F 3.826072 -0.740228 -3.290514 -0.5738 0.1076 0.0366
H 3.278225 3.289423 4.440647 0.2260 0.0287 0.2411
H 4.309718 0.061930 2.079410 0.3574 -0.1548 -0.1904
H 4.977790 1.354998 1.028143 0.1400 -0.1096 -0.0684
H 2.635779 2.000208 0.482426 -0.5339 0.0336 -0.0027
H 2.061470 0.681321 1.584220 -0.3226 0.3882 0.0323
H 3.569572 -0.832749 0.114039 -0.0640 -0.2833 -0.1720
H 3.372116 0.429781 -1.106722 0.1379 -0.1368 -0.1402
H 1.112808 -0.994040 0.314846 -0.1319 -0.2462 -0.0888
H -0.904809 -0.670711 -1.133018 -0.0822 -0.1510 0.3930
H -1.572381 2.165109 -1.786815 -0.0536 0.0498 0.2059
H -0.433396 1.329895 -2.792516 0.1484 0.1156 0.0075
H -2.054713 0.293548 -3.893343 0.0258 -0.2155 -0.0807
H -2.614734 -0.523527 -2.442169 -0.2230 -0.0267 0.0974
H -3.260647 1.071291 -2.941910 -0.2904 -0.1377 0.2366
H -2.018886 1.579873 0.227857 -0.0254 0.1942 -0.0499
H 0.553563 3.134548 2.043356 -0.0538 -0.0978 0.3610
H -0.320981 5.026159 -1.466067 -0.2917 0.2913 0.0037
H -2.543489 0.302756 2.004686 -0.0748 0.2486 -0.0561
H -1.941961 -1.938975 0.090619 -0.0649 -0.2979 0.1162
H -3.182131 -0.735292 -0.177167 -0.0848 -0.4555 0.3195
H -3.293605 -1.824556 1.235221 -0.0955 -0.0162 0.1166
H -0.896727 -0.298668 3.302569 0.2515 0.2058 0.0665
H 0.240978 -0.670959 2.046473 0.0461 0.1450 -0.1138
H -0.217279 -2.579390 3.401923 0.0726 -0.0866 0.0854
H -0.816662 -2.962106 1.813163 -0.2228 -0.0467 -0.1658
H -1.926688 -2.509449 3.148841 -0.2293 -0.1166 -0.2002
C 2.162225 -5.718636 -4.549792 0.2099 0.3064 0.0549
C 1.389479 -6.928670 -4.780489 0.0337 0.0300 0.0170
N 0.778975 -7.882467 -4.961428 -0.0718 -0.0422 -0.0680
H 2.934594 -5.598377 -5.307777 -0.0330 -0.1146 -0.0544
H 1.526044 -4.837090 -4.579080 -0.1126 -0.0745 -0.0104
H 2.649458 -5.745339 -3.576531 -0.0578 -0.1032 0.0286
C -6.104617 2.718787 -1.202294 0.0381 0.5104 -0.3797
C -5.178754 1.734552 -0.676784 -0.0127 -0.0148 0.0144
N -4.451056 0.944725 -0.270069 -0.3536 0.4184 -0.0419
H -6.883064 2.245864 -1.789195 0.0024 -0.1449 0.0051
H -6.588347 3.271319 -0.401705 0.0317 -0.0948 0.1168
H -5.599496 3.439194 -1.845958 0.2447 -0.1302 0.1308
C 2.559401 -2.728377 4.907426 0.0911 -0.3468 -0.0314
C 2.257944 -1.317957 5.091777 0.1054 -0.0168 -0.0308
N 2.045384 -0.199875 5.231575 -0.0821 0.1212 0.0024
H 3.636228 -2.891328 4.897141 0.0233 0.1310 0.0550
H 2.136922 -3.323650 5.715073 -0.0350 0.0834 0.0448
H 2.149621 -3.094939 3.967350 -0.0516 0.0959 -0.0244
C -7.486057 6.650521 -2.735620 -0.3225 0.1280 -0.0392
C -6.147717 6.118273 -2.534797 -0.0116 0.0638 -0.0098
N -5.093635 5.695809 -2.373844 0.0416 0.0058 -0.0348
H -8.166848 6.285817 -1.967956 0.0821 -0.0585 0.0462
H -7.480176 7.738198 -2.692985 0.1079 0.0003 0.0198
H -7.879760 6.352582 -3.705803 0.0924 -0.0524 -0.0229
C 6.261236 0.276918 -5.058971 -0.2467 -0.2492 -0.0212
C 7.331222 1.262197 -5.053762 -0.0353 -0.0331 -0.0106
N 8.174318 2.038980 -5.049621 0.0601 0.0552 0.0030
H 5.291703 0.752993 -5.193763 0.0548 0.1165 -0.0074
H 6.395175 -0.441039 -5.866575 0.1024 0.0613 -0.0404
H 6.234168 -0.276019 -4.122494 0.0999 0.0703 0.0494
C 4.909375 1.574564 7.301932 0.0484 0.3950 -0.0771
C 5.281639 0.184009 7.109742 -0.0741 -0.0397 -0.0874
N 5.560183 -0.916975 6.946512 0.0221 -0.0780 -0.0090
H 3.947097 1.785005 6.839421 -0.0464 -0.1747 -0.0059
H 4.828584 1.815691 8.357078 -0.0051 -0.1503 0.0537
H 5.651189 2.238427 6.858120 0.0678 -0.1258 -0.0685
C 3.454369 4.326787 10.850138 0.1177 0.2283 0.2222
C 2.950836 3.356343 9.890556 -0.0477 0.0330 0.0461
N 2.552317 2.590625 9.135264 -0.0596 0.0264 0.0294
H 3.023924 4.156074 11.835243 -0.0563 -0.0852 -0.0374
H 4.537468 4.258984 10.939023 0.0009 -0.0774 -0.0687
H 3.203765 5.340664 10.543184 -0.0505 -0.0374 -0.0880
C -8.530797 -0.668784 -0.719761 0.0551 -0.3568 -0.0618
C -8.671338 0.753911 -0.455547 -0.0551 -0.0484 0.0676
N -8.763428 1.878778 -0.251624 -0.2445 -0.0497 0.0693
H -7.479092 -0.947535 -0.779386 0.0311 0.1173 0.0315
H -8.991546 -1.256381 0.072230 -0.0262 0.0884 0.0536
H -9.007435 -0.937220 -1.661048 -0.0346 0.1032 -0.0119
C -1.431577 -8.083228 -7.802478 0.1396 0.2792 0.2165
C -1.983147 -9.090740 -8.694700 0.0195 0.0362 0.0286
N -2.417735 -9.884983 -9.398371 -0.0353 -0.0493 -0.0550
H -1.843642 -8.178137 -6.799769 -0.0279 -0.1111 -0.0182
H -0.350438 -8.177697 -7.722173 -0.0052 -0.1188 -0.0289
H -1.654722 -7.080164 -8.163311 -0.0690 -0.0520 -0.1048
```
Positions in Å, forces in eV/Å.

The HOMO energy is -9.2446 eV. For the gap between HOMO and LUMO, the calculation gives 0.3515 Ha. The calculation puts the electronic energy at -84887.5004 eV.

Results of the Löwdin charge analysis, in e, for atoms 1 through 99: 0.09, -0.16, -0.20, -0.17, -0.11, -0.23, -0.06, -0.22, -0.16, -0.08, -0.24, -0.17, -0.74, 0.87, -0.18, 0.14, -0.31, -0.09, -0.19, -0.10, -0.35, 0.12, 0.11, -0.30, 0.17, 0.12, -0.51, 0.19, 0.15, 0.16, 0.03, 0.12, 0.12, 0.13, 0.10, 0.12, 0.11, 0.15, 0.11, 0.09, 0.10, 0.06, 0.07, 0.05, 0.10, 0.09, 0.04, 0.09, 0.07, 0.02, 0.08, 0.11, 0.08, 0.05, 0.07, 0.08, -0.07, -0.27, 0.13, 0.09, 0.06, 0.09, -0.09, -0.21, 0.19, 0.06, 0.08, 0.04, -0.07, -0.28, 0.15, 0.08, 0.09, 0.07, -0.07, -0.27, 0.14, 0.08, 0.08, 0.08, -0.08, -0.28, 0.13, 0.07, 0.09, 0.07, -0.09, -0.28, 0.12, 0.05, 0.05, 0.08, -0.07, -0.27, 0.15, 0.08, 0.08, 0.08, -0.06